*1*
The following is a quantum chemistry calculation of a molecular structure, H8O4, from the OMol25 dataset.

Each line ends with the Löwdin charge.
Atoms and positions in Å:
O1 -0.570 1.144 1.334  -0.0645
H1 -0.786 0.940 0.423  0.0015
H2 -0.020 0.414 1.619  -0.2151
O2 -1.007 0.743 -2.038  -0.0800
H3 -1.790 0.229 -1.837  0.0221
H4 -0.278 0.176 -1.788  -0.2281
O3 0.498 -0.586 1.372  0.0754
H5 0.307 -1.434 1.773  0.1413
H6 1.442 -0.475 1.484  0.1389
O4 0.450 -0.297 -1.033  0.0561
H7 1.386 -0.114 -1.119  0.1154
H8 0.369 -0.741 -0.189  0.0370

The calculation puts the LUMO energy at -0.0163 hartree. The HOMO-LUMO gap comes out at 0.3329 Eh.

***

*2*
The following is a quantum chemistry calculation of a molecular structure, H8O4, from the OMol25 dataset.

Each line ends with the Löwdin charge.
Atoms and positions in Å:
O1 0.667 1.372 -2.633  -0.0271
H1 1.290 0.781 -2.211  0.0322
H2 0.490 0.968 -3.482  0.0534
O2 -0.027 0.115 -0.066  0.1119
H3 0.271 0.215 -0.970  0.0699
H4 -0.940 0.403 -0.081  0.1155
O3 -1.289 -0.089 2.409  -0.0571
H5 -1.919 -0.021 1.691  0.0172
H6 -0.440 -0.175 1.976  -0.0291
O4 0.354 -1.442 1.231  -0.0737
H7 1.285 -1.464 1.454  0.0486
H8 0.257 -0.664 0.682  -0.2617

The calculation puts the LUMO energy at 0.0000 hartree. The HOMO-LUMO gap comes out at 0.3626 Eh.

***

Pick *2*: it beats the second-best structure by 0.0622 hartree.

***

*1*
The following is a quantum chemistry calculation of 4 unconnected molecules or ions with the total composition H8O4, from the OMol25 dataset.

Each line ends with the Löwdin charge.
Atoms and positions in Å:
H1 -0.281 0.985 -0.674  0.0585
H2 0.708 2.307 -0.829  0.0825
H3 -0.233 0.809 0.966  -0.0090
H4 0.112 -0.795 1.234  0.1434
H5 -1.334 -0.441 0.115  -0.0458
H6 -2.212 -0.396 -1.019  0.1403
H7 0.673 -1.504 -0.315  0.0551
H8 1.188 -0.079 -0.338  0.0524
O1 0.419 1.585 -0.277  -0.0715
O2 -0.615 0.003 1.339  -0.1108
O3 -1.204 -0.659 -0.834  -0.1506
O4 1.572 -1.041 -0.121  -0.1444

The calculation puts the LUMO energy at 0.0143 hartree. The HOMO-LUMO gap comes out at 0.4227 Eh.

***

*2*
The following is a quantum chemistry calculation of 4 unconnected molecules or ions with the total composition H8O4, from the OMol25 dataset.

Each line ends with the Löwdin charge.
Atoms and positions in Å:
H1 -0.905 1.222 0.935  0.0665
H2 -1.013 0.071 2.087  -0.0143
H3 1.531 -0.973 -2.186  0.0145
H4 1.018 -0.595 -0.817  0.0154
H5 -1.321 -1.680 2.067  0.0258
H6 -0.113 -2.283 1.189  0.1032
H7 -0.345 1.717 -1.533  0.0065
H8 1.116 1.988 -1.362  0.0385
O1 -1.467 0.822 1.685  -0.1073
O2 1.785 -0.565 -1.390  -0.0356
O3 -0.738 -1.515 1.357  -0.0686
O4 0.452 1.791 -2.032  -0.0447

The calculation puts the LUMO energy at 0.0095 hartree. The HOMO-LUMO gap comes out at 0.4118 Eh.

***

Pick *2*: it beats the second-best structure by 0.0122 hartree.

***

*1*
The following is a quantum chemistry calculation of 4 unconnected molecules or ions with the total composition H8O4, from the OMol25 dataset.

Each line ends with the Löwdin charge.
Atoms and positions in Å:
O1 1.098 1.240 0.112  -0.0012
H1 0.241 1.286 0.480  -0.0178
H2 1.170 2.026 -0.365  0.0230
O2 1.667 -1.512 -0.106  -0.0617
H3 2.389 -1.801 -0.744  0.0957
H4 1.745 -0.579 -0.080  -0.0284
O3 -1.130 -1.597 -0.336  -0.0934
H5 -1.248 -0.630 -0.268  -0.0240
H6 -0.161 -1.593 -0.254  -0.0188
O4 -1.581 0.958 0.552  -0.0444
H7 -1.965 1.203 -0.283  0.0677
H8 -2.224 0.998 1.291  0.1031

The calculation puts the LUMO energy at 0.0113 hartree. The HOMO-LUMO gap comes out at 0.3828 Eh.

***

*2*
The following is a quantum chemistry calculation of 4 unconnected molecules or ions with the total composition H8O4, from the OMol25 dataset.

Each line ends with the Löwdin charge.
Atoms and positions in Å:
O1 -2.439 -0.242 1.090  -0.0360
H1 -2.764 -1.003 1.571  0.0447
H2 -3.080 -0.108 0.392  0.0451
O2 1.470 1.849 0.632  -0.0390
H3 1.717 1.874 -0.292  0.0465
H4 2.262 1.562 1.085  0.0457
O3 0.869 -0.844 -2.350  -0.0708
H5 0.819 -0.937 -1.399  -0.0359
H6 0.237 -0.155 -2.557  0.0199
O4 0.498 -0.923 0.389  -0.0482
H7 0.846 -0.148 0.829  0.0132
H8 -0.434 -0.926 0.609  0.0146

The calculation puts the LUMO energy at 0.0185 hartree. The HOMO-LUMO gap comes out at 0.4110 Eh.

***

Pick *2*: it beats the second-best structure by 0.0086 hartree.